# 1
# C2H4F2S

A cluster of 2 separate species, C2H4F2S in total (ωB97M-V/def2-TZVPD, the OMol25 dataset).

The total energy comes out at -676.34581 Ha. The HOMO energy (spin up / spin down) comes out at -0.2848 / -0.3950 hartree. The maximum force is 2.63 eV/Å. The LUMO energy (spin up / spin down) is 0.5604 / -0.5690 eV. The energy above the lowest of the compared OMol25 structures with the same formula, charge and spin is 26.9 kcal/mol. Its spin multiplicity is 3. Its HOMO-LUMO gap (spin up / spin down) is 8.3 / 10.2 eV.

The geometry in XYZ format:
```
9
C2H4F2S | the OMol25 dataset | ωB97M-V/def2-TZVPD
C 0.493 -0.803 0.462
C -1.956 0.039 -0.647
F -2.505 -1.076 -0.237
F -1.812 -0.077 -2.026
S -2.554 1.559 0.007
H 0.333 -1.535 -0.394
H 0.680 0.235 0.131
H 0.620 -1.391 1.374
H -1.715 2.170 -0.968
```

# 2
# C4H8O2

A cluster of 3 separate species, C4H8O2 in total (ωB97M-V/def2-TZVPD, the OMol25 dataset).

The total energy comes out at -307.59502 Ha. The HOMO energy comes out at -0.3680 hartree. The maximum force is 0.57 eV/Å. The LUMO energy is 0.7846 eV. The energy above the lowest of the compared OMol25 structures with the same formula, charge and spin is 73.7 kcal/mol. Its HOMO-LUMO gap is 10.8 eV.

The geometry in XYZ format:
```
14
C4H8O2 | the OMol25 dataset | ωB97M-V/def2-TZVPD
C 1.153 -1.478 -0.412
C -0.048 -2.019 -0.598
O -1.684 0.944 0.487
C -1.095 0.319 1.337
C 0.254 2.281 -0.583
O 1.229 1.826 -0.031
H 1.962 -2.041 0.048
H 1.376 -0.451 -0.693
H -0.859 -1.463 -1.062
H -0.268 -3.043 -0.302
H -0.020 0.477 1.533
H -1.611 -0.437 1.957
H -0.283 3.163 -0.190
H -0.138 1.863 -1.527
```

# 3
# C5H9FN

The ion C5H9FN with charge +1 (ωB97M-V/def2-TZVPD, the OMol25 dataset).

The total energy comes out at -349.97960 Ha. The HOMO energy (spin up / spin down) comes out at -0.5375 / -0.5543 hartree. The maximum force is 4.37 eV/Å. The LUMO energy (spin up / spin down) is -7.0980 / -6.3821 eV. As for the total charge: +1. The energy above the lowest of the compared OMol25 structures with the same formula, charge and spin is 166.1 kcal/mol. Its HOMO-LUMO gap (spin up / spin down) is 7.5 / 8.7 eV.

The geometry in XYZ format:
```
16
C5H9FN | the OMol25 dataset | ωB97M-V/def2-TZVPD
C -0.391 1.653 0.042
C 0.980 1.310 0.049
C 1.213 -0.161 -0.274
C 0.226 -1.068 0.492
C -1.076 -1.246 -0.223
N -1.615 0.051 -0.587
F -2.743 0.443 0.044
H -0.896 2.564 0.193
H 1.666 1.912 -0.516
H 1.216 1.718 1.020
H 1.051 -0.188 -1.354
H 2.299 -0.568 -0.206
H 0.769 -2.146 0.602
H 0.066 -0.783 1.562
H -0.746 -1.667 -1.179
H -2.017 -1.825 0.334
```

# 4
# C12H28AsBF10NO6S3

A structure of composition C12H28AsBF10NO6S3 (ωB97M-V/def2-TZVPD, the OMol25 dataset).

The total energy comes out at -5434.37040 Ha. The HOMO energy comes out at -0.2891 hartree. The maximum force is 3.84 eV/Å. The LUMO energy is 0.2257 eV. As for the total charge: -1. The energy above the lowest of the compared OMol25 structures with the same formula, charge and spin is 123.7 kcal/mol. Its HOMO-LUMO gap is 8.1 eV.

The geometry in XYZ format:
```
62
C12H28AsBF10NO6S3 | the OMol25 dataset | ωB97M-V/def2-TZVPD
N 2.645 0.298 1.982
H 2.681 0.972 2.734
H 2.750 0.767 1.094
H 1.761 -0.190 1.970
H 3.490 -0.246 2.088
B 4.146 5.122 4.865
F 5.456 5.507 5.113
F 4.001 5.106 3.495
F 3.921 3.832 5.237
F 3.396 6.030 5.541
As 6.637 -4.760 0.941
F 6.693 -6.150 2.103
F 6.962 -5.836 -0.484
F 6.487 -3.357 -0.111
F 6.168 -3.648 2.308
F 8.342 -4.329 1.254
F 4.865 -5.019 0.706
C -2.418 -7.653 2.503
C -1.614 -7.988 1.245
C -1.929 -6.882 0.168
S -2.477 -5.399 1.106
O -3.931 -5.168 0.823
O -1.553 -4.242 0.970
C -2.279 -6.142 2.798
H -2.066 -8.213 3.370
H -3.462 -7.944 2.383
H -1.891 -9.014 1.002
H -0.551 -7.889 1.469
H -2.670 -7.233 -0.550
H -1.033 -6.640 -0.403
H -3.067 -5.627 3.347
H -1.328 -5.831 3.231
C 0.090 3.371 -7.666
C 1.602 3.195 -7.558
C 2.053 4.234 -6.488
S 0.841 4.091 -5.129
O 0.500 5.431 -4.629
O 1.362 3.087 -4.171
C -0.459 3.424 -6.260
H -0.339 2.578 -8.280
H -0.178 4.286 -8.195
H 1.982 3.304 -8.574
H 1.810 2.174 -7.237
H 1.900 5.246 -6.864
H 3.043 4.238 -6.033
H -1.334 4.066 -6.164
H -0.842 2.534 -5.761
C -3.949 4.580 1.621
C -4.386 3.212 1.078
C -4.970 2.510 2.239
S -3.786 2.872 3.679
O -2.730 1.888 3.773
O -4.548 3.285 4.923
C -3.047 4.383 2.853
H -4.811 5.221 1.805
H -3.334 4.996 0.824
H -3.628 2.552 0.656
H -5.075 3.326 0.241
H -5.003 1.421 2.239
H -5.874 2.995 2.608
H -2.035 4.105 2.558
H -2.986 5.163 3.611
```

# 5
# C24H22BInN7O2S2

A structure of composition C24H22BInN7O2S2 (ωB97M-V/def2-TZVPD, the OMol25 dataset).

The total energy comes out at -2472.77745 Ha. The HOMO energy comes out at -0.3688 hartree. The maximum force is 2.08 eV/Å. The LUMO energy is -5.1999 eV. As for the total charge: +1. The energy above the lowest of the compared OMol25 structures with the same formula, charge and spin is 50.7 kcal/mol. Its HOMO-LUMO gap is 4.8 eV.

The geometry in XYZ format:
```
59
C24H22BInN7O2S2 | the OMol25 dataset | ωB97M-V/def2-TZVPD
In -0.034 0.065 -0.288
O -6.102 3.590 1.618
C -5.049 4.212 1.445
O -4.620 5.364 1.545
C -3.867 3.202 0.937
C -2.609 3.677 0.602
C -1.638 2.756 0.252
N -1.905 1.459 0.180
C -3.119 0.987 0.431
C -4.131 1.843 0.843
C -3.329 -0.468 0.284
C -4.578 -1.043 0.471
C -4.726 -2.411 0.349
C -3.613 -3.179 0.047
C -2.403 -2.537 -0.123
N -2.251 -1.211 -0.023
C -0.274 3.170 -0.148
C 0.285 4.371 0.259
C 1.508 4.751 -0.271
C 2.135 3.926 -1.193
C 1.540 2.724 -1.512
N 0.366 2.339 -0.995
H -2.415 4.742 0.617
H -5.118 1.498 1.117
H -5.442 -0.442 0.709
H -5.696 -2.867 0.498
H -3.679 -4.253 -0.050
H -1.504 -3.100 -0.312
H -0.217 4.998 0.982
H 1.958 5.689 0.026
H 3.077 4.202 -1.646
H 2.006 2.040 -2.210
C -0.231 -3.013 -2.926
N 1.181 -2.852 -2.631
C 2.204 -2.913 -3.544
C 3.351 -2.704 -2.858
N 3.041 -2.514 -1.536
B 4.198 -2.323 -0.480
N 3.614 -1.824 0.876
C 3.734 -2.500 2.057
C 3.248 -1.715 3.053
N 2.825 -0.552 2.463
C 2.235 0.589 3.145
C 3.045 -0.647 1.128
S 2.627 0.584 0.008
C 1.716 -2.611 -1.403
S 0.775 -2.534 0.048
H -0.358 -3.115 -4.000
H -0.796 -2.149 -2.579
H -0.620 -3.904 -2.438
H 2.035 -3.099 -4.591
H 4.370 -2.679 -3.205
H 4.938 -1.486 -0.917
H 4.705 -3.392 -0.284
H 4.161 -3.487 2.099
H 3.184 -1.882 4.115
H 2.387 0.472 4.213
H 1.165 0.647 2.940
H 2.706 1.506 2.804
```

# 6
# C3H4BaLiO3

A structure of composition C3H4BaLiO3 (ωB97M-V/def2-TZVPD, the OMol25 dataset).

The total energy comes out at -375.19265 Ha. The HOMO energy (spin up / spin down) comes out at -0.1527 / -0.1884 hartree. The maximum force is 5.57 eV/Å. The LUMO energy (spin up / spin down) is -0.5298 / -0.5277 eV. The energy above the lowest of the compared OMol25 structures with the same formula, charge and spin is 14.3 kcal/mol. Its spin multiplicity is 2. Its HOMO-LUMO gap (spin up / spin down) is 3.6 / 4.6 eV.

The geometry in XYZ format:
```
12
C3H4BaLiO3 | the OMol25 dataset | ωB97M-V/def2-TZVPD
H 2.056 -1.228 -0.378
C 1.243 -0.483 -0.284
C 0.550 -0.699 1.031
O -0.724 -0.217 1.190
C -0.981 1.188 1.485
O -1.728 1.501 0.267
Ba -1.886 -0.279 -1.044
O 0.345 -0.561 -1.353
H 1.736 0.515 -0.278
H 1.120 -0.755 1.963
H -2.260 2.294 0.354
Li 0.528 -1.274 -2.953
```